Computed, not measured: C38H40ClN7PRuSi as an isolated structure at a distorted geometry, with ωB97M-V/def2-TZVPD.

Structure (XYZ):
```
89
Properties=species:S:1:pos:R:3:forces:R:3
Ru 0.420 -0.972 -0.393 1.23 1.33 -0.15
C -2.335 1.005 1.623 -0.01 0.01 0.03
C -2.130 -0.475 1.657 0.07 -0.15 -0.09
C -2.831 -1.278 2.545 -0.08 -0.05 -0.01
C -2.683 -2.661 2.519 -0.04 0.06 0.08
C -1.855 -3.260 1.587 -0.04 0.20 -0.03
C -1.206 -2.405 0.711 -0.05 -0.38 -0.18
N -1.300 -1.061 0.773 -0.19 0.03 0.32
N -0.297 -2.711 -0.298 -0.51 -0.57 -0.46
Si -0.609 -4.108 -1.430 0.10 0.02 0.27
C -2.449 -4.112 -1.690 -0.07 -0.01 0.05
C 0.295 -3.824 -3.018 0.08 0.14 -0.01
C -0.019 -5.651 -0.594 -0.01 -0.06 0.04
H -3.298 1.253 2.064 0.01 0.00 0.04
H -2.335 1.373 0.597 -0.14 -0.06 0.06
H -1.564 1.532 2.191 0.04 0.01 -0.04
H -3.520 -0.815 3.238 0.00 0.00 0.00
H -3.231 -3.272 3.224 -0.01 0.01 0.00
H -1.711 -4.328 1.537 -0.02 0.00 0.00
H -2.814 -3.138 -2.019 -0.04 0.01 0.00
H -2.990 -4.373 -0.779 -0.01 -0.01 -0.02
H -2.723 -4.848 -2.449 0.02 -0.01 -0.02
H 0.072 -2.848 -3.450 0.02 0.02 -0.06
H -0.020 -4.576 -3.745 -0.02 -0.05 0.03
H 1.376 -3.918 -2.899 0.01 0.02 -0.01
H -0.520 -5.830 0.358 0.02 -0.03 0.00
H 1.056 -5.627 -0.411 0.01 0.01 0.00
H -0.228 -6.514 -1.231 0.01 -0.01 -0.01
Cl 2.465 -1.384 -1.630 0.00 -0.16 -0.04
C 2.141 -0.960 -3.310 0.05 -0.10 0.03
C 3.051 -1.347 -4.268 -0.02 0.04 -0.02
C 2.757 -1.049 -5.594 0.03 -0.03 0.01
C 1.585 -0.387 -5.928 -0.04 0.02 -0.01
C 0.689 -0.007 -4.939 0.06 0.03 0.01
C 0.969 -0.285 -3.603 -0.18 -0.10 -0.16
P -0.112 0.215 -2.255 -0.23 -0.11 0.21
C -1.724 0.574 -2.933 -0.05 -0.03 0.02
C -2.189 1.883 -3.046 -0.03 0.00 0.00
C -3.437 2.115 -3.608 0.01 0.02 0.02
C -4.210 1.052 -4.051 -0.01 -0.02 -0.01
C -3.747 -0.254 -3.939 0.01 0.03 0.01
C -2.505 -0.495 -3.378 0.00 0.00 -0.02
C 0.636 1.723 -1.591 0.06 0.07 -0.18
C 1.670 2.372 -2.279 0.04 -0.09 0.07
C 2.226 3.527 -1.758 0.00 0.01 0.04
C 1.769 4.042 -0.548 0.05 0.00 -0.04
C 0.749 3.406 0.141 0.00 -0.05 0.00
C 0.182 2.253 -0.382 -0.09 -0.04 0.09
H 3.954 -1.877 -3.999 0.01 -0.01 0.00
H 3.449 -1.352 -6.368 0.01 0.01 -0.01
H 1.365 -0.166 -6.963 0.00 -0.01 -0.01
H -0.227 0.509 -5.201 -0.01 0.00 0.01
H -1.587 2.715 -2.706 0.02 -0.01 -0.01
H -3.802 3.128 -3.702 0.00 0.00 0.00
H -5.180 1.241 -4.491 -0.01 0.00 0.00
H -4.352 -1.079 -4.288 0.00 0.00 -0.01
H -2.137 -1.511 -3.296 0.03 -0.01 0.00
H 2.032 1.980 -3.220 0.00 0.02 -0.02
H 3.014 4.033 -2.298 0.01 0.00 -0.01
H 2.209 4.947 -0.149 0.00 0.00 0.00
H 0.390 3.806 1.080 0.00 0.00 0.00
H -0.626 1.773 0.150 0.16 0.06 -0.10
C 0.986 -1.511 3.237 -0.02 -0.02 0.00
C 1.791 -0.509 2.492 0.05 0.04 -0.06
N 1.864 -0.370 1.168 -0.23 -0.08 0.44
C 2.828 0.597 0.925 -0.03 -0.01 -0.14
C 3.320 1.042 2.099 -0.01 0.02 0.00
N 2.658 0.337 3.080 0.07 -0.01 0.01
C 2.819 0.619 4.507 0.02 0.04 -0.11
N 2.416 1.960 4.784 0.03 -0.03 0.28
N 3.379 2.902 5.016 0.06 -0.01 -0.10
N 2.833 4.032 5.192 -0.02 -0.04 -0.02
C 1.462 3.882 5.080 0.02 0.12 0.04
C 0.441 4.828 5.201 -0.01 -0.03 -0.01
C -0.849 4.379 5.042 0.00 -0.06 -0.01
C -1.123 3.023 4.768 -0.02 0.05 0.00
C -0.125 2.081 4.644 0.04 0.03 0.02
C 1.183 2.545 4.817 -0.07 -0.09 -0.11
H 0.456 -2.155 2.542 -0.01 -0.01 -0.01
H 0.257 -1.051 3.905 -0.01 0.02 -0.01
H 1.637 -2.149 3.837 0.00 0.01 0.01
H 3.091 0.904 -0.072 -0.01 0.02 -0.01
H 4.059 1.787 2.336 0.01 0.02 0.00
H 3.872 0.547 4.770 -0.03 -0.03 0.03
H 2.247 -0.107 5.082 -0.04 0.04 -0.03
H 0.668 5.862 5.419 0.01 0.01 0.01
H -1.674 5.071 5.142 -0.01 0.00 -0.01
H -2.157 2.715 4.669 -0.01 -0.01 0.00
H -0.355 1.041 4.449 0.00 -0.03 0.03
```
Forces are in eV/Å.

The calculation puts the HOMO energy (alpha / beta) at -0.491 / -0.492 hartree. Its expectation value of S² is 0.7569. Its net charge is +2. The calculation puts the HOMO-LUMO gap (alpha / beta) at 0.2621 / 0.2503 hartree. The multiplicity is 2.

Computed, not measured: the molecule C17H21N3O4S, with ωB97M-V/def2-TZVPD.

Structure (XYZ):
```
46
Properties=species:S:1:pos:R:3:forces:R:3
C -7.985 -1.998 -0.063 -0.44 0.03 0.00
H -7.935 -3.081 -0.140 0.02 0.06 0.00
H -8.523 -1.701 0.840 0.03 -0.05 -0.08
H -8.495 -1.574 -0.930 0.03 -0.06 0.08
O -6.641 -1.541 -0.008 0.42 0.00 0.01
C -6.481 -0.215 0.090 -0.33 0.04 0.00
O -7.400 0.563 0.132 0.10 -0.08 0.00
C -5.047 0.183 0.142 0.44 0.04 0.01
C -4.033 -0.760 0.088 -0.10 0.12 0.01
C -2.706 -0.339 0.141 -0.21 0.77 0.06
C -2.404 1.024 0.246 -0.32 -0.28 -0.03
C -3.436 1.960 0.297 0.07 -0.17 -0.01
C -4.748 1.545 0.247 -0.10 -0.07 -0.01
H -5.564 2.250 0.286 -0.05 0.06 0.00
H -3.174 3.004 0.377 0.01 0.08 0.00
C -1.003 1.464 0.299 -0.16 0.13 0.03
O -0.666 2.624 0.374 -0.08 0.05 -0.03
N -0.052 0.445 0.263 -0.21 -0.09 0.03
C -0.351 -0.882 0.136 -0.17 -0.49 -0.02
S 0.781 -2.075 0.041 0.30 -0.47 -0.01
N -1.667 -1.231 0.089 0.11 -0.02 0.00
H -1.856 -2.222 0.002 0.18 0.19 0.01
C 1.345 0.845 0.315 0.59 0.18 -0.08
C 1.932 1.019 -1.084 0.12 0.03 0.18
C 3.418 1.368 -0.995 -0.20 -0.04 -0.06
N 4.150 0.424 -0.171 0.13 0.07 -0.04
C 5.449 0.934 0.231 0.12 -0.23 0.24
C 6.096 -0.058 1.198 0.02 0.41 -0.01
O 6.253 -1.325 0.606 0.16 -0.07 -0.06
C 5.006 -1.823 0.181 -0.28 -0.05 -0.28
C 4.325 -0.874 -0.804 0.10 -0.23 0.22
H 3.352 -1.288 -1.065 -0.01 -0.02 -0.04
H 4.939 -0.793 -1.719 -0.03 0.01 0.01
H 5.202 -2.787 -0.288 -0.07 0.03 0.03
H 4.345 -1.968 1.049 0.02 -0.02 -0.07
H 7.095 0.276 1.483 -0.08 0.03 0.03
H 5.466 -0.142 2.097 0.07 0.04 -0.04
H 5.314 1.894 0.735 0.04 0.01 -0.02
H 6.116 1.079 -0.637 -0.02 0.03 0.04
H 3.515 2.351 -0.526 0.05 0.02 -0.06
H 3.836 1.435 -2.015 0.03 0.06 0.08
H 1.791 0.098 -1.651 -0.05 0.00 -0.02
H 1.410 1.824 -1.605 -0.02 -0.01 -0.04
H 1.912 0.083 0.851 -0.19 0.16 -0.01
H 1.390 1.791 0.857 -0.01 -0.14 -0.02
H -4.268 -1.809 0.006 -0.03 -0.11 -0.01
```
Forces are in eV/Å.

The calculation puts the HOMO energy at -0.317 hartree. Its structure (SMILES) is COC(=O)c1ccc2c(=O)n(CCCN3CCOCC3)c(=S)[nH]c2c1. The calculation puts the HOMO-LUMO gap at 0.2976 hartree.

Computed, not measured: a 2-piece molecular cluster, C5H15N3O overall at a distorted geometry, with ωB97M-V/def2-TZVPD.

Structure (XYZ):
```
24
Properties=species:S:1:pos:R:3:forces:R:3
C -1.032 -0.465 -0.422 -1.39 0.19 1.26
C -1.145 0.593 0.907 -0.32 -1.15 -1.13
C -0.637 -1.851 0.097 0.25 0.46 -0.08
C -2.454 -0.538 -0.990 -0.03 -0.10 0.11
N -0.441 1.801 1.118 0.37 0.59 0.00
H -0.444 -0.247 -1.318 0.11 0.49 0.56
H -0.609 2.534 0.445 0.03 0.04 0.17
H 0.525 1.728 1.435 -0.27 0.16 -0.27
H -2.200 0.860 0.919 -0.20 -0.21 -0.08
H -0.978 -0.021 1.794 0.04 -0.21 -0.19
H -1.256 -2.132 0.944 -0.19 -0.03 0.11
H -3.187 -0.736 -0.203 0.00 0.06 -0.01
H 0.394 -1.857 0.449 0.17 -0.08 0.00
H -0.760 -2.611 -0.672 0.07 -0.10 -0.09
H -2.716 0.397 -1.486 -0.12 0.03 0.03
H -2.549 -1.346 -1.716 0.03 -0.03 -0.14
C 2.414 0.757 0.277 0.64 -0.24 0.29
N 3.401 -0.167 0.040 0.22 -0.29 0.14
N 1.527 0.881 -0.732 -1.05 -1.25 -2.39
O 2.369 1.409 1.312 0.26 0.03 -0.16
H 0.791 1.563 -0.605 0.20 -0.40 0.25
H 1.207 0.043 -1.322 1.34 1.94 1.51
H 3.567 -0.491 -0.897 -0.04 0.14 -0.02
H 4.214 -0.105 0.629 -0.13 -0.04 0.13
```
Forces are in eV/Å.

The calculation puts the HOMO energy at -0.312 hartree. Its structure (SMILES) is CC(C)CN.NC(N)=O. The calculation puts the HOMO-LUMO gap at 0.3409 hartree.

Computed, not measured: C39H40N3O3TeV as an isolated structure at a distorted geometry, with ωB97M-V/def2-TZVPD.

Structure (XYZ):
```
87
Properties=species:S:1:pos:R:3:forces:R:3
V 0.286 0.205 -0.189 -1.58 -0.64 -3.05
C -1.923 -1.775 -1.874 -0.02 0.15 0.07
C -3.008 -0.744 -1.874 0.06 0.00 0.09
C -4.016 -0.820 -2.819 -0.15 0.10 -0.10
C -5.074 0.070 -2.806 -0.05 -0.01 -0.07
C -5.117 1.038 -1.823 -0.10 -0.01 -0.11
C -4.123 1.151 -0.860 0.12 -0.02 0.14
C -4.287 2.203 0.198 0.12 0.05 0.11
C -3.030 0.253 -0.877 -0.65 -0.02 -0.40
N -1.959 0.361 0.013 0.85 -0.18 0.12
C -2.194 0.393 1.331 -0.68 -0.20 0.02
O -3.262 0.149 1.906 0.18 0.00 0.25
C -1.000 0.818 2.136 -0.92 -0.12 1.15
C -1.097 1.261 3.443 0.08 -0.19 -0.29
C 0.045 1.735 4.087 0.09 -0.02 0.07
C 1.244 1.798 3.388 0.08 -0.22 -0.31
C 1.286 1.329 2.086 0.32 0.35 0.81
N 0.182 0.806 1.498 0.02 0.84 2.55
C 2.415 1.471 1.142 0.74 0.49 -0.11
O 3.412 2.163 1.412 -0.34 -0.19 0.16
N 2.135 0.866 -0.031 1.02 -0.03 0.43
C 3.077 0.860 -1.049 0.87 0.35 -0.59
C 4.409 0.448 -0.829 -0.23 -0.06 0.00
C 4.825 -0.159 0.476 0.04 0.16 0.06
C 5.328 0.551 -1.862 0.06 0.05 -0.08
C 4.969 1.016 -3.115 -0.02 -0.07 -0.03
C 3.638 1.310 -3.361 0.12 0.02 -0.08
C 2.692 1.238 -2.353 0.04 -0.26 0.24
C 1.256 1.537 -2.680 0.12 0.24 0.26
H -2.163 -2.602 -2.542 -0.04 0.00 -0.10
H -1.784 -2.155 -0.863 0.16 -0.01 -0.15
H -0.965 -1.342 -2.188 -0.10 -0.21 0.05
H -3.973 -1.595 -3.575 0.03 -0.08 0.00
H -5.864 0.000 -3.543 -0.02 0.00 -0.05
H -5.952 1.730 -1.795 0.00 0.04 0.04
H -5.102 2.880 -0.062 0.00 0.04 -0.04
H -3.371 2.785 0.336 -0.18 -0.09 0.02
H -4.507 1.719 1.152 -0.02 0.13 -0.03
H -2.055 1.237 3.938 -0.13 -0.04 -0.09
H -0.004 2.066 5.112 -0.02 0.09 0.09
H 2.139 2.214 3.824 0.08 0.05 -0.04
H 4.066 -0.856 0.831 0.00 -0.06 0.03
H 4.931 0.614 1.236 0.02 0.00 0.06
H 5.772 -0.685 0.377 0.05 -0.10 -0.08
H 6.349 0.245 -1.677 0.11 -0.02 0.03
H 5.710 1.110 -3.899 -0.01 -0.04 -0.03
H 3.324 1.602 -4.356 -0.02 0.05 -0.04
H 1.098 1.532 -3.758 -0.11 -0.16 0.03
H 0.962 2.523 -2.303 -0.03 -0.26 -0.08
H 0.591 0.777 -2.223 -0.06 0.23 -0.57
Te -0.527 3.110 0.048 -0.19 2.41 -0.37
C 0.036 4.527 1.577 -0.09 -0.43 -0.21
C 1.348 4.828 1.907 0.17 -0.17 -0.14
C 1.618 5.737 2.919 0.09 0.03 0.02
C 0.584 6.344 3.611 -0.01 0.11 0.06
C -0.728 6.052 3.278 -0.04 0.07 0.04
C -0.998 5.151 2.264 -0.26 -0.23 -0.15
C -0.498 4.697 -1.419 -0.02 -0.45 0.07
C 0.666 5.376 -1.760 0.16 -0.17 0.23
C 0.654 6.337 -2.756 0.05 0.10 -0.06
C -0.521 6.630 -3.429 -0.03 0.07 -0.06
C -1.683 5.950 -3.106 -0.06 0.13 -0.12
C -1.666 4.990 -2.110 -0.16 -0.27 0.23
H 2.165 4.332 1.404 0.10 -0.09 -0.03
H 2.644 5.960 3.174 0.07 -0.01 0.00
H 0.800 7.044 4.406 0.01 0.02 0.04
H -1.546 6.518 3.809 -0.05 0.05 0.05
H -2.022 4.915 2.002 -0.03 0.01 0.06
H 1.588 5.145 -1.242 0.07 0.00 0.00
H 1.567 6.852 -3.020 0.07 0.04 0.03
H -0.531 7.386 -4.202 0.01 0.02 -0.06
H -2.606 6.163 -3.627 -0.04 0.03 -0.04
H -2.570 4.454 -1.856 -0.13 -0.01 -0.03
C 0.316 -3.985 0.007 0.19 0.49 0.01
C 1.162 -2.689 0.038 0.71 -0.84 0.11
C 2.189 -2.754 -1.118 -0.37 0.12 0.38
C 1.894 -2.592 1.399 -0.22 0.10 -0.38
O 0.345 -1.599 -0.124 -0.34 -1.02 -0.11
H 0.959 -4.862 0.062 0.07 -0.14 0.03
H -0.265 -4.027 -0.912 -0.01 -0.03 -0.13
H -0.377 -4.001 0.846 -0.07 0.03 0.09
H 2.886 -3.578 -0.979 0.15 -0.06 -0.02
H 2.731 -1.811 -1.172 0.17 0.04 -0.01
H 1.662 -2.898 -2.059 -0.07 0.01 -0.12
H 2.826 -3.155 1.399 0.11 -0.03 0.05
H 1.261 -2.969 2.201 -0.08 0.05 0.09
H 2.092 -1.534 1.584 0.17 -0.09 0.09
```
Forces are in eV/Å.

The calculation puts the HOMO energy (alpha / beta) at -0.120 / -0.183 hartree. Its expectation value of S² is 3.7872. Its net charge is -1. The calculation puts the HOMO-LUMO gap (alpha / beta) at 0.2080 / 0.2712 hartree. The multiplicity is 4.

Computed, not measured: a 2-piece molecular cluster, C6H16S2 overall, with ωB97M-V/def2-TZVPD.

Structure (XYZ):
```
24
Properties=species:S:1:pos:R:3:forces:R:3
C -1.494 1.743 -0.175 -0.15 0.00 -0.30
C -0.799 -1.774 -1.696 -0.34 -0.12 0.11
C -1.427 -0.722 -0.786 0.47 0.14 -0.50
C -0.953 0.689 -1.142 0.04 -0.10 0.74
H -2.583 1.682 -0.128 0.01 -0.02 0.10
H -1.261 2.759 -0.495 0.11 0.00 0.00
H -1.112 1.603 0.839 -0.02 -0.05 0.06
H -1.185 -2.766 -1.469 0.03 -0.10 0.07
H 0.288 -1.804 -1.592 0.07 0.06 -0.12
H -1.053 -1.583 -2.737 0.16 0.08 -0.10
H -1.145 -0.946 0.247 -0.30 0.06 0.17
H -2.511 -0.758 -0.891 -0.09 -0.08 0.27
H 0.148 0.687 -1.094 -0.10 0.09 -0.33
H -1.261 0.922 -2.158 0.14 0.06 -0.16
C 2.071 2.138 0.890 0.29 0.08 -0.21
S 1.690 0.796 2.025 -0.12 -0.26 -0.21
S 1.917 -0.756 0.801 -0.10 0.23 0.08
C 1.169 -2.082 1.756 -0.12 -0.05 0.19
H 3.012 1.942 0.370 -0.07 0.05 0.18
H 1.267 2.241 0.161 -0.07 0.01 0.16
H 2.159 3.032 1.511 -0.02 -0.09 -0.09
H 0.163 -1.792 2.063 0.08 -0.03 -0.10
H 1.123 -2.932 1.071 0.04 0.07 0.09
H 1.776 -2.319 2.629 0.06 -0.02 -0.10
```
Forces are in eV/Å.

The calculation puts the HOMO energy (alpha / beta) at -0.525 / -0.533 hartree. Its expectation value of S² is 0.7546. Its net charge is +1. The calculation puts the HOMO-LUMO gap (alpha / beta) at 0.3735 / 0.2589 hartree. The multiplicity is 2.

Values for relative energy (zero: lowest compared OMol25 entry of this formula, charge and spin), eV, ordered as above
0.201; 1.008; 0.675; 2.293; 0.000